# C54H116F3O8V

A molecular structure, C54H116F3O8V at a distorted geometry (ωB97M-V/def2-TZVPD, the Open Molecules 2025 dataset).

Gap between HOMO and LUMO = 0.281 Eh
Net charge = 0

```
182
Properties=species:S:1:pos:R:3:forces:R:3:mulliken_charge:R:1
H 0.1932 3.2904 0.8878 -0.1 0.0 -0.3 0.297
H 2.5523 -4.0951 -1.4223 -0.1 0.2 0.0 -0.606
H 5.4349 -4.4982 3.1492 0.3 -0.3 0.6 0.430
H 5.3608 -7.4851 -0.7946 0.2 -0.3 0.0 0.358
C -0.1551 6.8482 -0.9196 -0.2 -1.2 0.4 -0.146
H -2.7581 2.6042 -3.3165 0.5 -0.2 0.5 0.161
H 4.3597 0.4858 1.8633 0.3 0.3 0.6 0.481
C -5.4680 2.3969 -1.0086 -0.3 -0.2 -0.2 -0.748
H -3.7934 -0.9592 3.7264 0.1 -0.1 0.2 0.103
H 4.2879 -3.1655 3.1331 0.2 0.3 -0.1 0.364
C -0.0728 -7.3211 -1.5959 0.4 0.5 -0.3 -1.785
C -2.9710 -0.2378 3.7809 -0.8 -0.5 0.0 0.531
H -1.1731 -0.0846 4.9188 0.1 -0.2 0.5 -0.151
C 4.1695 -6.1459 0.3077 -1.2 0.4 -0.7 1.061
C -6.8106 -5.9585 3.9787 0.4 1.3 -1.5 -1.218
C 1.9712 4.9831 -6.5369 0.4 0.3 -0.3 -0.902
C 4.1605 4.0879 -1.1486 0.8 0.2 0.2 -0.985
H -5.0123 -6.4836 2.8132 0.0 0.3 0.1 0.185
H 3.7471 -4.7524 2.6832 0.6 0.3 -0.1 0.101
H -7.6870 4.1454 -0.8944 -0.2 -0.2 0.0 0.312
C 0.4495 -5.3630 2.7751 0.6 0.2 -0.7 0.392
H 4.1689 5.8786 -7.9765 -0.3 -0.1 -0.2 0.345
H 2.5196 3.7904 -3.8284 -0.4 0.1 0.0 -0.342
H -3.4581 2.9759 -0.8562 0.4 0.2 0.0 -0.616
C 0.6893 2.5579 -3.6922 0.3 0.3 -0.2 -0.580
C 4.3593 2.2012 0.5521 -0.6 0.2 0.0 0.203
F 1.9551 -2.0575 2.5331 0.0 -0.5 -1.3 -0.169
F -0.1289 -1.7987 2.8825 0.2 0.1 -1.6 -0.309
H -2.4008 0.7448 -1.5780 0.5 0.5 0.1 -0.411
C -3.3424 1.6779 -3.2541 0.5 0.8 -0.5 -1.453
C 2.7626 -2.0752 -2.2438 -0.9 -0.4 -0.4 -1.333
H 0.5253 -4.4894 3.4369 0.5 -0.6 0.3 0.093
H 2.1719 -1.5490 -1.4951 0.2 0.0 0.4 -0.069
H 2.4986 -1.5794 -3.1806 0.3 0.0 -0.1 0.553
H -4.9529 -4.4517 0.3451 -0.2 0.3 0.2 0.512
C -0.2953 -7.3527 3.6194 -0.1 -0.8 -0.6 0.250
C -5.3108 -4.3524 2.5031 0.6 -1.1 0.3 -0.613
O 2.0194 3.0702 3.6266 -1.8 -0.9 0.6 -0.693
H 0.1335 9.4197 0.0209 -0.1 0.5 -0.4 0.397
H -1.4043 6.9299 0.8062 -0.2 0.0 -0.1 0.183
H 4.9180 4.6396 -0.5581 -0.3 -0.1 -0.2 0.491
C 2.3321 -3.5402 -2.3362 -0.3 0.3 -0.7 0.698
C 3.3803 -8.3585 -0.7599 0.3 -0.2 -0.5 -1.043
C 0.8948 -1.3790 2.0891 -0.3 -0.8 -0.5 0.332
H 0.5842 5.0936 -4.9545 0.2 0.4 0.6 0.217
C -1.0499 7.6252 0.0349 -0.1 -0.2 0.1 -0.569
H -3.8752 1.6630 0.1857 0.2 -0.5 0.3 0.030
C 3.1330 5.8126 -6.0441 0.3 0.3 0.9 -0.007
O 1.2402 0.1235 3.6569 -0.4 2.7 0.2 -1.020
H 2.9838 -7.7536 -1.5698 -0.8 0.3 0.2 0.168
C -3.6898 -2.8950 1.2227 -1.0 -0.1 -0.1 0.350
H -2.1943 -7.2423 2.5460 -0.1 -0.4 0.1 0.348
H 2.8896 -4.0442 -3.1512 0.0 0.2 0.4 0.368
H 0.5199 -7.7457 -2.4082 0.1 -0.3 0.1 0.471
H -5.6722 3.0230 -1.8936 0.4 -0.4 -0.1 0.290
H -4.2816 2.0724 -3.5991 -0.8 -0.5 -0.2 0.390
H 5.0827 2.8053 1.0968 -0.2 0.3 0.3 0.489
C -3.9865 2.0228 -0.8282 -0.4 1.1 -0.3 0.933
O -3.7493 1.3863 5.2767 -0.3 0.3 0.6 -0.402
H -3.6151 -4.9847 1.2663 0.0 -0.4 0.3 0.018
H 4.2424 -3.4487 0.6264 0.1 0.4 -0.2 -0.371
H -4.4759 -2.1456 1.1986 0.0 0.5 0.5 0.725
H 1.2731 -5.7461 -0.7789 0.1 -0.3 -0.4 -0.274
H -2.0840 -6.3467 4.0576 -0.3 0.4 0.2 0.287
C 0.3919 -5.8635 -1.4225 -1.0 0.4 1.2 2.036
H -5.9026 2.7558 1.1238 0.2 -0.3 -0.2 0.088
H 3.6216 2.0101 -1.4425 -0.4 0.1 0.1 0.041
H 1.0456 1.1616 0.0489 0.1 -0.2 0.2 0.195
O -0.4329 2.3346 4.7906 1.3 0.5 -0.4 -0.614
H 3.9777 0.1171 0.2788 -0.2 -0.1 -0.4 -0.256
C -0.9780 -5.4874 2.3274 -1.1 1.0 -0.5 1.415
C 4.3945 2.5785 -0.9085 -0.1 0.2 -1.4 -0.382
H 1.1105 -5.2465 1.9265 0.2 0.5 -0.1 -0.137
H 3.7726 5.2032 -5.3891 0.1 0.0 -0.3 0.212
H 3.6071 -5.7039 -0.5271 -0.1 0.1 0.1 -0.407
O -0.0550 0.7344 1.8020 0.9 1.1 0.2 0.509
H 5.2744 2.2414 -1.4682 0.4 0.2 0.5 0.451
H -3.9068 0.1357 -1.8074 -0.6 0.0 -0.5 0.285
H 2.5266 4.5976 0.2451 -0.1 -0.1 0.5 0.558
H -5.4334 4.1426 0.1968 -0.3 0.0 0.0 0.314
H 0.1058 1.9050 -4.3537 0.3 0.0 0.1 0.624
C -7.5400 3.4996 -0.0222 1.3 0.2 -0.6 -1.344
H -3.1050 -2.8558 2.1464 0.1 0.5 -0.1 -0.366
H 3.3239 2.4101 0.8678 0.4 0.3 0.4 -0.347
H -6.4032 -6.1161 1.8452 0.2 0.2 0.3 0.328
C 6.0614 0.3716 0.5229 0.7 -0.6 -0.4 -1.563
C -0.4646 2.6259 0.3152 -0.6 -0.3 0.3 -0.673
C -6.0284 3.2173 0.1355 -0.2 0.4 0.8 -0.084
H -1.5376 5.1393 -1.1146 0.2 0.3 -0.2 -0.039
H 3.8170 -1.9776 -2.0651 0.5 0.2 0.2 0.471
H -2.2935 -1.3566 5.5351 0.3 -0.2 0.2 0.488
H 0.3394 7.5164 -1.6072 0.4 0.3 -0.1 0.485
C -0.9294 9.4737 1.8952 -0.4 -0.4 -0.3 -0.345
H 5.9722 -5.7847 1.3360 0.0 0.1 -0.2 0.297
C -2.8881 0.6428 6.0139 0.1 0.1 1.3 0.231
H -1.5641 6.3807 -2.4114 -0.2 -0.4 0.0 0.539
C 5.3362 -5.2427 0.6074 2.1 -1.1 -0.1 -1.205
H -0.0474 3.2048 -3.2044 0.2 0.3 -0.2 -0.310
H 5.9210 -3.1889 1.1233 -0.1 -0.4 0.0 0.053
H 3.2827 7.3640 -7.4733 0.2 -0.1 -0.4 0.325
H 0.1656 -3.0989 -2.1011 0.3 -0.1 0.3 -0.170
H -2.1308 -3.5487 0.0158 0.3 0.1 -0.4 -0.377
H -0.5668 0.5381 -0.2464 -0.1 -0.1 0.4 -0.414
C 0.8477 -3.6818 -2.7371 0.6 0.5 0.8 -0.303
C -1.5644 -6.6029 3.1466 1.2 -0.6 0.3 -0.475
H -0.6508 11.1263 3.2367 0.3 0.2 0.0 0.364
H 6.8043 1.0797 0.9121 -0.2 0.0 -0.2 0.340
H 1.3120 5.6503 -7.0883 -0.2 0.0 -0.2 0.328
C -0.0941 10.6409 2.4373 0.3 -1.0 -0.1 -1.207
O -2.7632 0.7935 7.2123 -0.2 -0.2 -1.7 -0.627
C 4.5195 -7.5722 -0.1071 0.2 -0.2 0.4 -0.716
H -7.9317 4.0170 0.8361 -0.3 0.1 0.4 0.416
H -1.4983 2.7274 0.6752 0.3 -0.1 0.1 0.060
H 2.4739 5.4655 -1.2757 0.3 0.6 0.1 0.490
O 0.8329 -6.6195 3.3345 -0.9 -0.1 0.8 -0.399
C 1.1309 0.0645 2.2686 -0.1 0.3 1.1 1.162
C -2.8662 -2.7417 -0.0256 0.5 -0.4 0.1 -0.369
H -7.2172 -6.9659 4.0550 0.3 0.0 0.2 0.382
C 4.6449 0.7594 0.8550 -0.3 -0.8 -0.3 0.112
V 0.8860 1.9660 3.9744 0.1 -0.9 -0.9 1.266
H 6.1722 0.2415 -0.5610 0.2 0.5 0.1 0.333
H 2.7807 6.6307 -5.3966 -0.2 -0.4 0.1 0.184
H 1.1618 -5.6725 -3.3822 0.1 0.0 -0.1 0.413
H 4.3543 4.3854 -2.1942 0.0 -0.4 0.3 0.194
H 0.3117 3.8090 -5.9472 0.2 -0.3 -0.2 0.352
H 5.9649 -5.1819 -0.2930 -0.1 0.1 0.0 0.344
H -8.0243 2.5409 -0.1685 -0.4 0.0 0.0 0.322
C 4.6157 -4.0601 2.6085 -0.9 -0.3 0.8 -1.218
H -6.3123 -5.5819 4.8736 -0.2 -0.4 0.2 0.311
H -6.0669 1.4903 -1.1313 0.0 -0.1 0.0 0.344
H 4.8106 -8.0876 0.8099 0.5 -0.2 -0.2 0.330
H -1.0760 -5.7183 1.2530 0.2 0.1 0.4 -0.437
H -4.7154 -4.0901 3.3848 0.0 0.2 0.0 0.224
H 6.3477 -0.6104 0.8883 -0.2 -0.2 0.4 0.374
H 0.6088 8.2354 1.1307 0.4 -0.1 0.2 0.309
C -3.3890 1.0954 -1.8719 -0.1 -0.7 0.8 0.477
H -1.4540 -4.5196 2.5310 -0.2 -0.2 -0.4 -0.776
H -1.9324 9.7731 1.5711 0.1 0.3 0.2 0.358
H -2.3503 -1.7781 -0.1041 -0.1 -0.2 0.0 -0.199
H 2.6627 -8.7083 -0.0253 -0.5 0.6 0.0 0.251
H -0.3897 -5.2840 -0.9229 -0.2 -0.2 0.7 -1.033
H -1.9120 7.9422 -0.5520 -0.2 0.5 0.3 0.424
C -0.2785 8.7300 0.7440 0.6 -0.2 -0.2 -0.847
C -5.8558 -5.7788 2.7505 -0.5 -0.5 -0.4 -0.336
H 0.5607 6.3120 -0.3013 0.5 0.2 -0.1 -0.133
H 0.7090 -3.2062 -3.7142 0.1 -0.4 -0.2 0.488
C -2.2077 -0.3674 5.1091 -0.2 0.2 -1.0 0.030
H 0.8496 10.2035 2.8165 -0.4 0.4 0.2 0.291
H -4.5496 1.2259 3.3652 -0.3 0.0 0.3 0.324
H 2.0356 0.4790 1.7963 -0.2 -0.4 -0.4 -0.465
H 3.6123 -9.2881 -1.3044 0.8 0.2 0.4 0.407
C 5.0715 -3.8838 1.1937 -1.2 0.5 -0.6 0.790
C 0.4672 -5.1368 -2.7206 0.1 -0.5 -2.0 -1.138
H -0.2842 5.1790 -2.3921 0.1 0.2 0.4 -0.313
H 3.5095 -6.1521 1.1691 -0.4 -0.2 0.1 0.052
C -3.6046 1.1406 3.8910 0.6 0.0 -0.5 -0.473
H -1.1087 -7.3419 -1.9489 0.0 0.0 0.2 0.445
H -7.6570 -5.2905 3.7614 0.0 -0.2 0.4 0.290
C 1.1546 4.3225 -5.4626 -1.6 -0.1 -0.1 -0.620
C 1.7679 3.3391 -4.4957 0.4 -0.5 0.2 0.420
H -1.0710 8.7250 2.6874 -0.1 0.3 0.1 0.273
C -0.9148 5.8020 -1.7415 -0.4 0.4 -0.3 -0.376
F 0.6171 -1.5391 0.7314 0.3 -1.2 1.8 -0.052
H -2.9512 1.9033 3.4877 0.3 0.3 -0.1 0.171
H -2.4079 -0.3814 2.8550 0.2 0.2 0.3 -0.193
H 0.0428 -7.9372 -0.6983 -0.1 0.2 -0.2 0.323
H -3.4976 -2.9034 -0.8997 0.1 0.1 -0.1 0.586
H 2.3648 2.6477 -5.1086 -0.2 -0.2 0.2 0.426
H 4.8550 6.9134 -6.7841 -0.2 0.1 0.1 0.363
H -6.0867 -3.6098 2.4195 -0.6 0.2 0.1 0.396
H -2.8937 1.0044 -3.9811 -0.3 -0.1 -0.1 0.425
C 2.7519 4.5343 -0.8039 -0.2 -0.4 -1.0 -0.872
H -0.4999 -5.2363 -3.2190 -0.2 -0.1 0.0 0.416
O -0.2464 -8.4571 4.0810 0.1 0.6 0.0 -0.591
H -0.5011 2.8829 -0.7420 0.3 0.3 0.0 -0.272
C 3.8982 6.5225 -7.1431 0.4 0.1 0.1 -1.358
H 2.3413 4.2711 -7.2736 0.1 -0.3 0.0 0.342
H 2.0867 3.8299 -1.3121 -0.3 -0.2 0.4 -0.003
H 1.1289 1.9761 -2.8772 0.1 -0.2 -0.2 -0.025
C -4.4065 -4.2348 1.2746 0.1 -0.5 -0.2 -0.731
C 0.0140 1.1959 0.4028 0.1 0.4 0.4 0.489
H 0.2139 11.3476 1.6647 -0.3 0.1 0.0 0.327
```
Positions in Å, forces in eV/Å.